[1]
Here is a structure of composition C21H24FN3O3PtS2 from the Open Molecules 2025 dataset. Energies are from wB97M-V/def2-TZVPD.

Geometry as ORCA input:
```
! RIJCOSX wB97M-V def2-TZVPD def2/J DEFGRID3
* xyz 0 1
Pt -0.0706 -0.0031 0.2713
F 6.3323 -2.3465 0.2811
C 5.9487 -1.0637 0.0512
C 4.6252 -0.7395 0.1843
C 4.2046 0.5690 -0.0006
C 2.7656 0.8922 0.1621
O 2.0152 -0.0328 0.4892
C 2.3941 2.2620 -0.0639
C 3.3770 3.1409 -0.3683
N 4.6992 2.8464 -0.5473
C 5.6415 3.9090 -0.7860
C 6.3353 3.9898 -2.1187
C 5.2746 4.9849 -1.7532
C 5.1392 1.5512 -0.3448
C 6.4834 1.1954 -0.4932
C 6.9043 -0.1053 -0.2925
N 8.2895 -0.4002 -0.4939
C 9.2377 0.3273 0.3461
C 10.5043 0.5946 -0.4954
N 10.4445 -0.3724 -1.6429
C 10.2020 -1.7503 -1.0960
C 8.7232 -1.7879 -0.6553
C 0.9795 2.8734 0.0325
O 0.9508 4.1033 -0.0246
O -0.0109 2.0999 0.1339
H 3.8932 -1.4949 0.4466
H 3.0932 4.1784 -0.4859
H 6.2100 4.2028 0.0902
H 6.0761 3.2410 -2.8554
H 7.3685 4.3129 -2.1332
H 4.3213 4.8993 -2.2549
H 5.5655 5.9951 -1.5054
H 7.1988 1.9392 -0.8157
H 9.4903 -0.2506 1.2432
H 8.8082 1.2683 0.6722
H 11.4175 0.4058 0.0637
H 10.5337 1.5988 -0.9134
H 11.2372 -0.3047 -2.2762
H 9.5690 -0.1230 -2.1232
H 10.8827 -1.8788 -0.2576
H 10.4332 -2.4893 -1.8580
H 8.6398 -2.3795 0.2579
H 8.1121 -2.2594 -1.4219
C -4.1579 -2.0281 -0.3422
C -2.6923 -1.7382 -0.1050
S -2.2723 -0.0299 -0.1490
C -1.7749 -2.6789 0.1133
C -2.0667 -4.1545 0.1491
S -0.0855 -2.2548 0.3705
H -4.7145 -1.0958 -0.4421
H -4.5974 -2.5862 0.4878
H -4.3161 -2.6055 -1.2567
H -3.1241 -4.3611 -0.0114
H -1.7766 -4.5881 1.1106
H -1.4976 -4.6809 -0.6231
*
```

Output
E_HOMO   -4.472 eV
Molar mass   644.65 g mol⁻¹
E_LUMO   -1.90 eV

In elementary charge units, the Löwdin charges are: Pt 0.5785; F 0.0532; C -0.1855; C 0.0992; C -0.0326; C -0.2812; O -0.1684; C -0.0078; C 0.0395; N 0.0022; C -0.2691; C -0.1052; C -0.0803; C -0.1184; C 0.0511; C -0.1524; N -0.1169; C -0.1181; C -0.0737; N 0.0413; C -0.0700; C -0.1297; C -0.6169; O 0.0063; O -0.1961; H 0.1511; H 0.1383; H 0.1530; H 0.1117; H 0.0969; H 0.1150; H 0.1095; H 0.1075; H 0.1373; H 0.1273; H 0.1323; H 0.1336; H 0.1849; H 0.1790; H 0.1319; H 0.1355; H 0.1315; H 0.1392; C -0.1520; C -0.7985; S 0.5112; C -0.8142; C -0.1460; S 0.4620; H 0.0454; H 0.0706; H 0.0720; H 0.0564; H 0.0645; H 0.0642

---

[2]
Here is a structure of composition C21H24FeN4O4S2Se at a distorted geometry from the Open Molecules 2025 dataset. Energies are from wB97M-V/def2-TZVPD.

Geometry as ORCA input:
```
! RIJCOSX wB97M-V def2-TZVPD def2/J DEFGRID3
* xyz -1 2
Fe -0.0647 0.3988 0.1167
C -1.4462 -1.9462 1.5154
N -0.3282 -1.8434 0.5484
C -0.7940 -2.3988 -0.7384
C -0.1452 -1.7591 -1.9437
N -0.3808 -0.3069 -1.9404
C -1.7848 0.0209 -2.2875
C 0.4936 0.3926 -2.8651
C 0.7471 -0.1026 -4.1360
C 1.5390 0.6097 -5.0240
C 2.0751 1.8300 -4.6329
C 1.8197 2.3290 -3.3685
C 1.0228 1.6176 -2.4697
S 0.6499 2.2670 -0.8962
C 0.8817 -2.4797 1.0358
C 0.8350 -3.6218 1.8266
C 1.9993 -4.2119 2.2939
C 3.2255 -3.6453 1.9721
C 3.2783 -2.5074 1.1890
C 2.1131 -1.9005 0.7026
S 2.2008 -0.4116 -0.2041
H -1.8594 -2.9613 1.5434
H -2.2497 -1.2600 1.2459
H -1.0831 -1.6820 2.5079
H -1.8715 -2.2361 -0.7736
H -0.6292 -3.4829 -0.7719
H -0.5700 -2.2300 -2.8400
H 0.9320 -1.9213 -1.9443
H -2.0079 -0.3222 -3.3051
H -1.9311 1.0959 -2.2198
H -2.4774 -0.4275 -1.5823
H 0.3239 -1.0513 -4.4404
H 1.7322 0.2147 -6.0128
H 2.6973 2.3944 -5.3163
H 2.2418 3.2738 -3.0514
H -0.1196 -4.0603 2.0833
H 1.9440 -5.1040 2.9043
H 4.1428 -4.0832 2.3462
H 4.2289 -2.0422 0.9606
N 0.3510 1.8644 6.0990
C 0.3465 1.5552 4.7579
C 1.2121 0.5966 4.2307
C 1.2026 0.3468 2.8766
N 0.3913 0.9699 2.0180
C -0.4398 1.9066 2.5264
C -0.4861 2.2253 3.8634
H 0.7797 1.2028 6.7223
H -0.4633 2.3268 6.4644
H 1.8913 0.0470 4.8701
H 1.8853 -0.3761 2.4513
H -1.1046 2.3946 1.8348
H -1.1824 2.9803 4.2029
O -3.4670 2.4111 1.6809
Se -3.4653 1.1777 0.6355
O -4.0440 -0.2098 1.2412
O -1.7872 0.8564 0.4425
O -4.0444 1.5220 -0.8310
*
```

Output
E_HOMO (spin up / spin down)   -4.689 / -4.651 eV
Molar mass   595.39 g mol⁻¹
E_LUMO (spin up / spin down)   2.45 / 2.52 eV
<S²>   0.7822

In elementary charge units, the Löwdin charges are: Fe 0.2698; C -0.0633; N -0.1761; C -0.1439; C -0.1894; N -0.2151; C -0.0464; C -0.3067; C -0.0332; C -0.1000; C -0.1045; C -0.1117; C -0.6028; S 0.7302; C -0.2737; C -0.0364; C -0.1040; C -0.1087; C -0.1259; C -0.6075; S 0.7429; H 0.0902; H 0.0381; H 0.1005; H 0.1218; H 0.1357; H 0.1217; H 0.0963; H 0.1020; H 0.0883; H 0.0684; H 0.1063; H 0.0916; H 0.0948; H 0.0978; H 0.1035; H 0.0918; H 0.0946; H 0.0957; N 0.1078; C -0.3204; C -0.0102; C -0.1149; N -0.0141; C -0.0907; C 0.0119; H 0.0891; H 0.0933; H 0.1082; H 0.0792; H 0.0861; H 0.1195; O -0.4900; Se 0.7824; O -0.4971; O -0.5896; O -0.4832

---

The highest molar mass belongs to which entry?
C21H24FN3O3PtS2

---

Among the records above, which one has the highest molar mass?
C21H24FN3O3PtS2

---

Among the records above, which one has the highest molar mass?
C21H24FN3O3PtS2

---

Among the records above, which one has the highest molar mass?
C21H24FN3O3PtS2